Entry 1:
A cluster of 2 separate species, C4H10OS in total. Source: the OMol25 dataset; level of theory: ωB97M-V/def2-TZVPD.

```
16
Properties=species:S:1:pos:R:3:forces:R:3
C -1.2602 -0.8571 -1.7798 1.7 -3.1 -0.2
S -0.6366 -1.2124 -0.1407 0.9 -0.4 -0.1
C -1.7482 -0.3758 0.9415 -1.1 1.9 1.3
H -1.3235 0.1048 -2.0697 0.0 3.6 -0.4
H -2.2175 -1.2792 -1.8772 -1.3 -0.8 -0.3
H -0.5543 -1.3313 -2.5275 -0.8 0.2 1.0
H -2.6683 -0.2376 0.3942 -0.8 -0.8 0.0
H -1.9014 -0.9829 1.8840 0.1 0.8 -1.2
H -1.6171 0.7467 1.1853 0.9 -1.9 -0.1
O 0.4131 1.6358 0.3106 0.7 0.4 0.6
C 1.6154 1.5070 0.3980 -0.9 0.5 -1.8
C 2.2794 0.2424 0.7946 1.3 -0.3 1.1
H 2.2679 2.2917 -0.1085 -0.3 -0.4 0.8
H 2.1701 -0.0134 1.9029 0.3 0.5 -1.5
H 3.3364 0.3382 0.4633 -0.4 -0.3 0.8
H 1.8447 -0.5772 0.2289 -0.3 0.0 0.1
```
Forces are in eV/Å.

As for the SMILES: CC=O.CSC. The calculation puts the lowest unoccupied orbital energy at 0.95 eV. For the total energy, the calculation gives -631.7711 Eh. As for the energy above the lowest of the compared OMol25 structures with the same formula, charge and spin: 140.7 kJ/mol.



Entry 2:
An isolated molecule of C5H6ClN. Source: the OMol25 dataset; level of theory: ωB97M-V/def2-TZVPD.

```
13
Properties=species:S:1:pos:R:3:forces:R:3
C -1.0654 -0.0429 0.2789 -1.8 -1.1 -2.2
C -0.9964 -0.9676 -0.8607 -0.4 -0.1 2.1
C -0.2685 0.9656 0.5371 1.0 -0.3 0.2
C 1.4229 -1.0654 -0.9371 -0.6 0.1 0.9
C 0.3261 1.7677 1.5805 0.8 1.3 -2.7
N 0.2288 -1.4723 -1.3253 -1.2 -0.2 -3.1
Cl 2.6865 -1.7097 -1.9131 0.0 -0.1 -0.5
H -2.1040 -0.1784 0.6733 0.9 0.4 0.5
H -1.8964 -1.6282 -0.9571 1.2 0.5 -0.3
H 1.1846 2.3316 1.1544 0.5 -1.0 0.0
H -0.1732 2.7063 1.6485 -1.5 0.5 1.1
H 0.6293 1.2326 2.4218 0.1 -0.5 1.7
H 0.0257 -1.9394 -2.3012 1.1 0.5 2.3
```
Forces are in eV/Å.

The calculation puts the lowest unoccupied orbital energy (spin up / spin down) at -0.64 / 0.24 eV. For the total energy, the calculation gives -708.8268 Eh. As for the energy above the lowest of the compared OMol25 structures with the same formula, charge and spin: 623.2 kJ/mol.